Computed, not measured: a molecular structure, C16H11N3O4PdS4, with the ωB97M-V functional and the def2-TZVPD basis.

Geometry (Å):
Pd (-0.31682, -0.10613, -1.00453)
S (-0.88338, -1.84349, 0.58838)
C (0.33519, -1.54825, 1.79213)
C (0.25273, -2.38980, 2.93588)
N (0.16333, -3.05990, 3.87232)
C (1.33184, -0.59888, 1.74612)
S (1.56802, 0.61389, 0.53457)
C (2.28468, -0.57927, 2.80562)
N (3.08460, -0.56489, 3.63814)
O (1.56892, -1.80989, -1.40308)
N (1.30247, -2.83713, -2.13112)
C (1.97587, -3.98757, -1.91271)
C (1.80255, -5.10947, -2.68853)
C (0.88581, -5.06200, -3.73599)
C (0.16385, -3.90492, -3.92727)
C (0.33284, -2.77319, -3.11191)
S (-0.58529, -1.35278, -3.33166)
H (2.67609, -3.93291, -1.09288)
H (2.36954, -6.00292, -2.46674)
H (0.74047, -5.91646, -4.38595)
H (-0.58298, -3.82433, -4.70439)
C (-0.32601, 4.29714, 3.61097)
C (-0.80073, 3.73631, 2.29670)
C (-0.65936, 4.45997, 1.11687)
C (-1.03199, 3.90814, -0.09997)
C (-1.55958, 2.62899, -0.14590)
C (-1.75103, 1.91510, 1.02824)
C (-1.37228, 2.47141, 2.24067)
S (-1.83654, 1.89758, -1.77399)
O (-0.49288, 1.74674, -2.35939)
O (-2.65396, 2.85332, -2.49611)
O (-2.51137, 0.61352, -1.54178)
H (-0.39077, 5.38692, 3.62202)
H (0.71479, 4.01171, 3.78297)
H (-0.91976, 3.90542, 4.43747)
H (-0.25149, 5.46526, 1.14693)
H (-0.91317, 4.45251, -1.02896)
H (-2.22291, 0.94279, 0.99407)
H (-1.49130, 1.89748, 3.15280)

total charge	-2
⟨S²⟩	2.0108
multiplicity	3
energy relative to the best compared isomer or geometry (same formula, charge and spin)	0.927	eV
E_LUMO (alpha / beta)	4.7 / 4.6	eV
frontier orbital gap (alpha / beta)	6.08 / 5.94	eV

---

Computed, not measured: a molecular structure, C16H11N5O5S3Zr, with the ωB97M-V functional and the def2-TZVPD basis.

Geometry (Å):
Zr (0.19968, 0.27805, 0.17490)
S (1.99618, -1.46731, -0.12526)
C (3.31056, -0.60490, -0.87476)
C (4.45014, -1.41161, -1.24077)
N (5.34738, -2.07703, -1.51169)
C (3.32367, 0.72738, -1.07945)
S (2.00605, 1.79736, -0.67463)
C (4.46642, 1.36517, -1.68537)
N (5.36940, 1.87867, -2.17772)
C (-1.72151, 1.06307, 8.46245)
C (-1.22016, 0.91989, 7.05340)
C (-0.30846, -0.08696, 6.72693)
C (0.19237, -0.21026, 5.44616)
C (-0.23545, 0.69414, 4.47632)
C (-1.14685, 1.69753, 4.76390)
C (-1.63100, 1.80170, 6.06009)
S (0.37801, 0.47964, 2.86894)
O (1.80433, 0.37814, 2.85434)
O (-0.16362, 1.58694, 2.00736)
N (-0.23225, -0.84794, 2.19448)
C (-1.65686, -0.83510, 2.06224)
C (-2.55244, -1.24590, 3.03580)
C (-3.89801, -1.14139, 2.73056)
C (-4.29769, -0.64076, 1.49404)
C (-3.33192, -0.27138, 0.58152)
N (-2.03138, -0.38947, 0.86591)
H (-1.84680, 0.09230, 8.94134)
H (-2.67677, 1.58557, 8.48933)
H (-1.01192, 1.63483, 9.06406)
H (0.01729, -0.77953, 7.49359)
H (0.90763, -0.98724, 5.20768)
H (-1.46396, 2.38349, 3.99016)
H (-2.33974, 2.58364, 6.30393)
H (-2.19247, -1.62315, 3.98204)
H (-4.64291, -1.44647, 3.45413)
H (-5.34219, -0.54226, 1.23675)
H (-3.58900, 0.11675, -0.39532)
O (-1.11959, 1.53673, -1.10356)
N (-1.30072, 0.61075, -1.97816)
O (-2.03140, 0.69211, -2.90039)
O (-0.57694, -0.43567, -1.71328)

energy relative to the best compared isomer or geometry (same formula, charge and spin)	0.564	eV
E_LUMO	-1.3	eV
frontier orbital gap	6.89	eV

---

Computed, not measured: a molecular structure, C16H12BrN3O7Ti, with the ωB97M-V functional and the def2-TZVPD basis.

Geometry (Å):
C (0.98435, -1.95323, -1.43335)
C (1.58999, -1.72230, -0.14884)
C (0.62534, -2.01106, 0.86277)
H (2.63911, -1.49433, 0.01855)
C (-0.59217, -2.37902, 0.23528)
C (-0.38881, -2.34977, -1.19643)
H (-1.07946, -2.71861, -1.93042)
H (1.52131, -1.99644, -2.36412)
H (0.83925, -2.13100, 1.93227)
H (-1.45827, -2.78875, 0.75388)
Ti (-0.11157, -0.15363, -0.70836)
Br (0.21944, 0.99590, -2.65893)
C (-2.03059, 1.75393, -4.97595)
C (-2.55325, 0.47672, -5.30044)
C (-1.50892, -0.28599, -5.91469)
H (-3.59427, 0.17199, -5.23227)
C (-0.34434, 0.52730, -5.96538)
C (-0.66368, 1.79332, -5.38552)
H (-0.00740, 2.65785, -5.35956)
H (-2.59223, 2.59499, -4.58904)
H (-1.62389, -1.26021, -6.39038)
H (0.58926, 0.27706, -6.46555)
O (1.15313, 0.72701, 7.02047)
N (0.15080, 0.72391, 6.27808)
O (-1.00955, 0.67277, 6.72747)
C (0.34891, 0.76753, 4.84364)
C (1.63498, 0.80821, 4.29219)
C (1.81409, 0.80036, 2.91508)
C (0.71375, 0.71733, 2.01416)
O (0.84608, 0.63483, 0.70382)
C (-0.59074, 0.66443, 2.59215)
C (-0.76417, 0.71989, 3.99054)
N (-1.72502, 0.47369, 1.75177)
O (-2.84662, 0.58339, 2.25363)
O (-1.65505, 0.21101, 0.45573)
N (3.20980, 0.69585, 2.45441)
O (4.10312, 0.76599, 3.32985)
O (3.44571, 0.51951, 1.22754)
H (2.48722, 0.81406, 4.96841)
H (-1.77563, 0.69550, 4.39756)

total charge	-2
⟨S²⟩	2.0324
multiplicity	3
E_LUMO (alpha / beta)	3.4 / 3.6	eV
frontier orbital gap (alpha / beta)	3.89 / 4.04	eV

---

Computed, not measured: a single C16H12ClN3O5 molecule, with the ωB97M-V functional and the def2-TZVPD basis.

Geometry (Å):
O (1.40903, 2.59602, 0.55088)
O (-1.71643, -0.29717, -1.77902)
O (-2.43795, -1.70302, 2.75529)
O (0.20650, -0.99021, 6.23439)
Cl (0.28064, 3.67553, -2.51132)
O (1.16695, 1.34752, 2.42082)
C (0.91514, 1.64849, 1.12292)
C (-1.09386, 0.73187, -2.01089)
C (-1.43074, -1.18420, 3.20830)
C (-0.03175, -0.77274, 5.04852)
C (-0.95354, -0.01099, 1.02885)
C (-0.63547, -0.21969, 2.45083)
C (-0.14582, 0.90060, 0.35350)
C (0.35377, 0.45974, 3.06077)
C (-1.30610, 2.33188, -5.98806)
C (-1.78204, 1.03836, -5.69378)
C (-0.65520, 3.06966, -5.00070)
C (-1.76607, 0.59118, -4.36952)
C (-0.57336, 2.62246, -3.67180)
C (-1.15867, 1.36499, -3.35545)
N (-0.32641, 1.27951, -0.98384)
N (-0.99655, -1.56154, 4.46985)
N (0.63261, 0.25781, 4.42664)
C (-1.57966, -2.68557, 5.22659)
C (1.59227, 1.15001, 5.08694)
H (-1.75211, -0.59206, 0.54531)
H (-1.36250, 2.73416, -7.00449)
H (-2.17116, 0.40094, -6.49436)
H (-0.29417, 4.06437, -5.26057)
H (-2.21799, -0.38617, -4.12273)
H (0.19299, 2.14843, -1.24627)
H (-0.74663, -3.30456, 5.64525)
H (-2.20720, -2.36569, 6.06364)
H (-2.17086, -3.36359, 4.57840)
H (2.60329, 0.91050, 4.69271)
H (1.64171, 0.97849, 6.19165)
H (1.41256, 2.18566, 4.87686)

energy relative to the best compared isomer or geometry (same formula, charge and spin)	0.000	eV
SMILES	Cn1c(=O)c2cc(NC(=O)c3ccccc3Cl)c(=O)oc2n(C)c1=O
E_LUMO	-0.2	eV
frontier orbital gap	8.07	eV

---

Computed, not measured: a single C16H12ClN5O2 molecule, with the ωB97M-V functional and the def2-TZVPD basis.

Geometry (Å):
O (6.88538, 2.21917, 2.51181)
O (7.16560, 0.08045, 2.07466)
Cl (-6.50478, -0.56038, -1.08280)
N (-4.33118, -1.71179, -0.15810)
N (0.14579, -0.27105, 0.10241)
N (-0.92785, -1.02995, 0.45353)
C (-4.67696, -0.70972, -0.91436)
C (0.83122, 0.15800, 1.11321)
C (-1.97361, -1.02101, -0.29507)
C (-3.14592, 1.73211, -3.44510)
C (-1.79047, 1.23880, -3.33231)
C (-4.08734, 1.07071, -2.64103)
C (3.24307, -0.49640, 0.97135)
C (2.68189, 1.65383, 1.78898)
C (-1.43116, 0.37173, -2.32036)
C (4.62804, -0.27874, 1.31195)
C (4.01062, 1.83687, 2.18796)
C (-3.70031, 0.11938, -1.66247)
C (2.24622, 0.56389, 1.16467)
C (-2.34255, -0.11471, -1.41881)
C (5.03484, 0.90071, 1.96746)
N (-3.04601, -1.89182, 0.12334)
N (6.40821, 1.10214, 2.17315)
C (-2.74881, -3.14027, 0.83996)
H (0.34542, 0.04085, 2.13898)
H (-3.38149, 2.66565, -4.07228)
H (-1.02327, 1.72485, -3.87653)
H (-5.12373, 1.39644, -2.75349)
H (3.12192, -1.43739, 0.41829)
H (1.96685, 2.42756, 2.06135)
H (-0.37667, 0.11684, -2.24519)
H (5.27328, -1.13460, 1.04399)
H (4.36047, 2.75230, 2.77467)
H (-2.72675, -3.12539, 1.94959)
H (-1.70842, -3.26489, 0.57222)
H (-3.30156, -3.98417, 0.47435)

energy relative to the best compared isomer or geometry (same formula, charge and spin)	8.198	eV
SMILES	Cn1nc(Cl)c2ccccc2/c1=N\N=C\c1ccc([N+](=O)[O-])cc1
E_LUMO	-1.3	eV
frontier orbital gap	6.93	eV

---

Computed, not measured: a molecular structure, C16H12F3NO5RuS2, with the ωB97M-V functional and the def2-TZVPD basis.

Geometry (Å):
Ru (0.41436, 0.20249, -0.27931)
O (-0.40627, -2.58976, -3.11250)
C (-0.54130, -2.07506, -2.03570)
O (0.42926, -1.39408, -1.43254)
C (-1.81280, -2.21903, -1.23588)
C (-1.53550, -2.39955, 0.26208)
C (-2.79616, -2.87718, 0.98215)
C (-3.65877, -1.58934, 0.98954)
C (-2.74764, -0.59990, 0.26417)
O (-1.43103, -1.02289, 0.72554)
C (-2.68101, -0.90929, -1.23548)
C (-2.05624, 0.23090, -2.02304)
O (-2.42405, 0.49128, -3.13982)
O (-1.15793, 0.93300, -1.35050)
H (-2.34139, -3.06747, -1.66241)
H (-0.62173, -2.93338, 0.50126)
H (-3.26435, -3.70345, 0.44913)
H (-2.56470, -3.20752, 1.99311)
H (-4.61199, -1.70480, 0.47544)
H (-3.85591, -1.25237, 2.00619)
H (-2.89858, 0.44623, 0.50569)
H (-3.66386, -1.06910, -1.67196)
S (0.47508, 0.46496, 2.81726)
C (0.72969, 1.90930, 2.04499)
N (0.67927, 1.96618, 0.69314)
C (0.96633, 3.20671, 0.19882)
C (0.98816, 3.55428, -1.16081)
C (1.32019, 4.84405, -1.48521)
C (1.61626, 5.78746, -0.48357)
C (1.58111, 5.46116, 0.85835)
C (1.25075, 4.15490, 1.19903)
S (1.12748, 3.43508, 2.76935)
H (0.73204, 2.81960, -1.91321)
H (1.35105, 5.14267, -2.52398)
H (1.87336, 6.79864, -0.77135)
H (1.80210, 6.19794, 1.61919)
F (2.51474, -1.54719, 0.58824)
C (2.35922, -0.30593, 0.09606)
F (3.00473, -0.25562, -1.09439)
F (3.07981, 0.50449, 0.92114)

⟨S²⟩	6.0593
multiplicity	5
energy relative to the best compared isomer or geometry (same formula, charge and spin)	0.014	eV
E_LUMO (alpha / beta)	-0.5 / -3.7	eV
frontier orbital gap (alpha / beta)	8.96 / 5.30	eV